(1)
DFT (wB97M-V/def2-TZVPD) results for C36H36AsBr4GeN4O6Tc as an isolated structure in a non-equilibrium geometry.

The geometry in XYZ format:
```
89
C36H36AsBr4GeN4O6Tc (wB97M-V/def2-TZVPD)
Tc -0.09709 0.09934 -0.34275
Br -1.75896 -3.08041 5.62637
Br -4.90598 -0.40906 1.61992
Br -4.73212 -2.13359 4.48963
Br 0.95236 -2.37512 3.79571
As -0.79983 1.21082 -2.47397
Ge 3.40734 0.53757 -1.67036
O 1.73927 -3.53938 0.20423
O -0.54412 -1.52245 -1.47522
O -0.09966 -3.65247 -2.00218
O -2.11747 -0.04467 0.45758
O 2.20649 -1.51992 -0.64425
O 0.16507 -0.95695 1.23558
N 0.08166 2.03225 0.77341
N 0.35275 3.01367 2.99896
N -1.08006 4.10677 1.37251
N 1.33159 4.11464 1.07070
C -3.27713 -1.06332 2.30351
C 6.67394 0.74439 1.75962
C -0.46154 3.03738 -3.05463
C 0.12731 -2.64164 -1.39606
C -0.88726 -1.24904 2.01023
C 3.16727 -1.80585 -3.46618
C 3.30140 4.62080 -2.92443
C 3.62002 -2.66266 -4.46415
C 3.35571 3.48250 -2.12887
C 0.26601 1.77196 2.24785
C 6.39775 1.88878 1.02410
C -2.12618 -0.76665 1.54224
C 0.08294 4.86949 0.90022
C 1.22681 2.87304 0.33065
C 3.11314 4.50295 -4.29553
C -3.17601 -1.75434 3.50035
C 3.04807 2.10622 -4.06953
C 5.99583 -0.43804 1.48436
C -1.91347 -2.17410 3.98258
C 4.89232 -2.49920 -4.99570
C -0.88061 3.78379 2.79132
C -2.73162 1.15347 -2.63168
C -0.78096 -1.91035 3.23396
C -0.27437 0.22630 -4.05866
C 5.71477 -1.47878 -4.52763
C 3.98057 -0.77703 -2.99170
C 3.21503 2.20549 -2.68448
C 1.48753 3.79596 2.49710
C 2.98780 3.24389 -4.86766
C 5.25968 -0.62362 -3.53334
C -1.16599 2.86518 0.61873
C 5.03976 -0.47450 0.47847
C 1.75731 -0.25026 -0.83182
C 5.44039 1.85453 0.01725
C 4.74801 0.67596 -0.26289
C 1.36385 -2.65392 -0.46123
H 5.24906 2.75350 -0.55987
H 2.40456 3.22093 2.63804
H -1.72994 3.20078 3.14837
H -0.05042 5.10470 -0.15790
H 2.97610 1.12960 -4.53736
H -3.18380 1.82080 -1.90025
H 6.21343 -1.33529 2.05165
H 2.13606 2.28335 0.46065
H 3.07999 5.39074 -4.91697
H 3.41989 5.59883 -2.47396
H 1.17362 1.18685 2.37876
H -3.04547 1.43506 -3.63256
H -2.01693 2.27170 0.93689
H 0.57964 3.30359 -2.90761
H 5.90893 0.16996 -3.17002
H 6.71230 -1.35343 -4.93392
H -1.27861 3.10560 -0.43639
H 2.16968 -1.95768 -3.06355
H 3.51543 3.60124 -1.06398
H 0.15442 5.80178 1.46113
H -0.82544 4.71002 3.36350
H 1.08918 3.08765 -0.72594
H -0.62777 0.73734 -4.94876
H 6.93330 2.80772 1.23046
H 0.81037 0.13661 -4.09407
H -3.05797 0.13901 -2.40884
H -1.09559 3.73699 -2.51241
H 5.24610 -3.16737 -5.77288
H -0.70529 -0.76997 -3.99964
H -0.58276 1.19743 2.60380
H 7.41901 0.77158 2.54494
H -0.69971 3.09060 -4.11318
H 2.97783 -3.46209 -4.81686
H 4.51624 -1.40324 0.27554
H 2.85008 3.14206 -5.93693
H 1.56400 4.72551 3.06171
```

Summary:
Strongest force on any atom, eV Å⁻¹: 1.21
E_LUMO (spin up / spin down), eV: -1.9 / -1.9
Kohn-Sham gap (spin up / spin down), Ha: 0.2196 / 0.2197
E_HOMO (spin up / spin down), eV: -7.847 / -7.847
Net charge: 0
Calculated total energy, eV: -455883.7137

Löwdin atomic charge list, values in e, 8 entries: 1.2807, 0.7238, 0.7721, 0.7310, 0.8055, 1.0618, 1.0197, 0.2079

***

(2)
DFT (wB97M-V/def2-TZVPD) results for C36H36AsN3O4PS3Ti as an isolated structure in a non-equilibrium geometry.

The geometry in XYZ format:
```
85
C36H36AsN3O4PS3Ti (wB97M-V/def2-TZVPD)
As 2.67312 -3.18896 1.52239
Ti 0.91705 -0.03410 -0.06017
S 3.06831 -0.33278 0.29002
S 1.96350 3.01903 2.57203
S -1.27444 -3.36872 2.59931
P -1.98372 0.16581 -0.35901
O 0.08502 -1.77014 0.55465
O 2.32103 -0.51409 -3.47718
O 0.78534 -0.60442 -1.83945
O 0.36036 0.74091 1.56044
N -0.61532 -2.78100 0.05855
N 1.10361 0.48006 2.66204
N 1.14884 1.76571 -1.03473
C 2.71876 1.06068 4.29420
C -2.07406 -4.88076 -1.00700
C 2.77393 2.26308 -2.77553
C -0.33523 4.90842 0.14295
C 2.84613 -4.76966 2.77143
C -3.97994 3.72758 1.80639
C 0.95069 -0.71900 3.25229
C -2.02976 -4.67010 0.34715
C 1.97299 1.37453 -2.07064
C -1.29394 -3.61476 0.93438
C 1.37975 5.43262 -1.44958
C 0.36213 5.84873 -0.61021
C -3.21337 2.78814 2.48353
C 2.67381 3.60982 -2.53107
C -2.50987 -0.50600 -3.04850
C 0.95929 3.11057 -0.84608
C -2.83051 1.60580 0.40933
C -1.65490 1.70049 -2.65879
C -4.18428 3.59782 0.44107
C 1.68105 -1.08699 4.34611
C 1.75735 -0.01424 -2.51079
C -2.64690 1.73325 1.78785
C 2.61457 -0.17932 4.85918
C 4.60363 -3.17903 1.10156
C -1.89287 0.88779 -4.90861
C -3.61427 2.54225 -0.25675
C -0.02080 3.56677 0.05008
C 1.93566 1.45781 3.17966
C -2.38918 -0.30942 -4.41643
C -2.14535 0.49467 -2.15061
C -0.64901 -2.98955 -1.27291
C 1.68580 4.07430 -1.60493
C -1.53362 1.89546 -4.02397
C -3.38040 -1.02108 -0.06424
C 2.21251 -4.27942 -0.05756
C -1.36290 -4.01280 -1.83911
H 3.23788 -0.45181 5.70330
H 3.00928 -4.99123 -0.28579
H -0.06529 -2.29807 -1.86433
H -1.12356 5.22570 0.81587
H -1.13773 2.83178 -4.39801
H 5.02405 -4.18826 1.06884
H -0.51587 2.83837 0.67030
H 1.52664 -2.06705 4.77328
H -2.87020 -1.45916 -2.68170
H 5.14861 -2.58028 1.83285
H -2.65073 -5.70072 -1.41752
H -3.20045 -1.97408 -0.56297
H -3.04306 2.88819 3.54810
H -4.78693 4.32695 -0.08806
H 1.95109 6.15855 -2.01979
H -1.35153 2.48653 -1.97797
H 3.38745 -5.61968 2.34594
H 3.37696 -4.42766 3.66429
H 3.28465 4.32915 -3.06469
H -2.66926 -1.10199 -5.10059
H -2.02264 1.01043 2.30033
H -3.77230 2.45311 -1.32387
H -1.76850 1.02587 -5.97570
H -4.40913 4.56634 2.34180
H 3.41081 1.80052 4.66698
H 1.28796 -4.83708 0.10218
H 1.85070 -5.09720 3.07840
H 0.22645 -1.37515 2.78919
H 4.72137 -2.69703 0.13254
H 3.44338 1.85494 -3.52084
H -1.33484 -4.13396 -2.91238
H 0.11817 6.90285 -0.53326
H -4.32685 -0.59528 -0.39794
H -2.55721 -5.31002 1.03855
H 2.08266 -3.61008 -0.90999
H -3.42161 -1.20924 1.00992
```

Summary:
Strongest force on any atom, eV Å⁻¹: 2.78
E_LUMO (spin up / spin down), eV: 4.3 / 4.3
Kohn-Sham gap (spin up / spin down), Ha: 0.1622 / 0.2143
<S²>: 0.77
2S+1: 2
E_HOMO (spin up / spin down), eV: -0.105 / -1.522
Net charge: -2
Calculated total energy, eV: -176327.7502

Löwdin atomic charge list, values in e, 8 entries: 1.0402, 0.5646, 0.2269, 0.6069, 0.5767, 1.0846, -0.3782, 0.0333